Record 1
Below is C33H49NOSi3Tc as an isolated structure at a distorted geometry, with properties calculated with wB97M-V/def2-TZVPD.

Each line ends with the Löwdin charge.
Geometry (Å):
1 Tc -0.07186 -0.10640 -0.32021  1.268
2 C -0.98146 -3.34200 -1.57531  -0.125
3 O -0.10676 -2.25490 -1.45521  -0.388
4 Si 1.48404 -2.20110 -2.03421  0.384
5 C 1.41584 -2.40570 -3.94101  -0.156
6 C 2.33764 -3.84790 -1.56241  -0.154
7 C 1.98524 -0.55650 -1.24031  -0.553
8 Si 2.17494 0.82310 -2.53621  0.418
9 C 3.48274 0.44360 -3.88311  -0.170
10 C 2.62774 2.52860 -1.80561  -0.185
11 C 0.50084 1.12820 -3.43001  -0.189
12 Si 3.36004 -0.75430 0.05779  0.432
13 C 4.03094 0.88720 0.76989  -0.187
14 C 4.92374 -1.64880 -0.59971  -0.173
15 C 2.70194 -1.77470 1.54399  -0.168
16 H -1.05516 -3.67120 -2.61471  0.090
17 H -1.96906 -3.03720 -1.23161  0.064
18 H -0.63926 -4.17770 -0.96041  0.092
19 H 0.94604 -3.34600 -4.22351  0.028
20 H 2.42584 -2.42640 -4.33491  0.027
21 H 0.88204 -1.61080 -4.44841  0.014
22 H 1.84704 -4.69260 -2.04001  0.031
23 H 2.35464 -4.04060 -0.49671  0.016
24 H 3.36294 -3.83440 -1.91321  0.022
25 H 4.39194 0.01980 -3.47141  0.014
26 H 3.76004 1.34820 -4.41421  0.025
27 H 3.10264 -0.25500 -4.61841  0.005
28 H 3.66994 2.57250 -1.51661  0.012
29 H 2.02604 2.77370 -0.93661  0.012
30 H 2.46394 3.30310 -2.54821  0.027
31 H -0.01706 0.20270 -3.65791  0.003
32 H 0.63674 1.65890 -4.36721  0.031
33 H -0.16196 1.72490 -2.80691  -0.011
34 H 4.78914 1.29810 0.11299  0.020
35 H 4.50124 0.71450 1.73289  0.028
36 H 3.26664 1.64150 0.90459  0.003
37 H 5.22604 -1.29210 -1.57841  0.014
38 H 4.77224 -2.71860 -0.67331  0.003
39 H 5.75984 -1.49100 0.07389  0.026
40 H 1.81734 -1.31000 1.97359  -0.013
41 H 3.44234 -1.87500 2.33269  0.031
42 H 2.42094 -2.77850 1.24539  0.008
43 N -1.21206 1.31390 -0.63211  -0.070
44 C -2.42896 1.69570 -0.68551  -0.313
45 C -2.83896 2.93150 -1.34941  -0.179
46 C -4.07246 3.01690 -1.99741  -0.025
47 C -4.41106 4.15220 -2.70761  -0.079
48 C -3.53956 5.22820 -2.76981  -0.084
49 C -2.31316 5.15030 -2.12671  -0.078
50 C -1.96056 4.01360 -1.42861  -0.029
51 C -3.47286 0.78360 -0.14501  -0.205
52 C -3.43336 -0.55520 -0.52851  -0.055
53 C -4.32226 -1.46930 0.00219  -0.079
54 C -5.25456 -1.05820 0.94149  -0.084
55 C -5.32226 0.27670 1.30429  -0.078
56 C -4.44576 1.19760 0.75759  -0.043
57 H -4.74696 2.17190 -1.96171  0.116
58 H -5.36236 4.19500 -3.21901  0.103
59 H -3.81866 6.12110 -3.31151  0.102
60 H -1.62996 5.98510 -2.17041  0.103
61 H -1.00636 3.93700 -0.92631  0.108
62 H -2.71086 -0.84890 -1.28041  0.092
63 H -4.29616 -2.50220 -0.31651  0.099
64 H -5.92856 -1.77530 1.38629  0.102
65 H -6.05896 0.60650 2.01999  0.104
66 H -4.50176 2.23560 1.04819  0.123
67 C -1.79636 1.01410 3.14819  -0.025
68 C -0.43796 0.33970 2.83629  -0.564
69 C 0.60074 1.45410 2.65509  -0.067
70 C -0.57716 -0.42380 1.54409  -0.143
71 C -0.10286 -0.61000 3.97959  -0.190
72 C -0.91646 -1.71500 4.22379  -0.047
73 C -0.64016 -2.60750 5.24259  -0.081
74 C 0.44314 -2.39520 6.07869  -0.097
75 C 1.25184 -1.29430 5.85979  -0.082
76 C 0.99264 -0.42140 4.81459  -0.035
77 H -2.02566 1.71010 2.34679  0.071
78 H -1.74536 1.55410 4.09239  0.094
79 H -2.59556 0.28220 3.21279  0.076
80 H 0.35114 2.00790 1.74869  0.065
81 H 1.59424 1.03750 2.52729  0.058
82 H 0.59184 2.13320 3.50319  0.088
83 H -1.12936 -1.35910 1.69569  0.041
84 H -1.78586 -1.88640 3.60789  0.103
85 H -1.27706 -3.46810 5.39339  0.101
86 H 0.65304 -3.07850 6.89019  0.099
87 H 2.09194 -1.10850 6.51449  0.101
88 H 1.65904 0.41280 4.66909  0.103

## Properties
Frontier orbital gap (spin up / spin down) (eV): 6.9761 / 6.9032
Expectation value of S²: 1.13
LUMO (spin up / spin down) (eV): -0.54 / -0.42
Net charge: 0
F_max (eV/A): 1.815
DFT total energy (Ha): -2366.13961
HOMO energy (spin up / spin down) (eV): -7.5 / -7.3
Multiplicity: 2


Record 2
Below is C33H50As3N5OZr as an isolated structure, with properties calculated with wB97M-V/def2-TZVPD.

Each line ends with the Löwdin charge.
Geometry (Å):
1 Zr -1.05525 0.17687 -0.43676  1.539
2 C -3.45389 0.38974 2.09410  -0.091
3 N -2.32284 1.17603 1.58808  -0.093
4 C -2.45435 2.61199 1.85841  -0.095
5 C -1.81490 3.37928 0.75945  -0.326
6 N -0.96028 2.86286 -0.08936  0.041
7 C -0.59050 3.93686 -0.92655  -0.232
8 C 0.30485 4.02262 -1.99507  -0.058
9 C 0.45476 5.24078 -2.62279  -0.047
10 C -0.25853 6.37629 -2.20808  -0.050
11 C -1.13428 6.32031 -1.14624  0.009
12 C -1.27654 5.08371 -0.52736  -0.172
13 N -2.05385 4.68845 0.55110  0.196
14 C -3.67706 -0.82213 1.26127  -0.308
15 N -2.84978 -1.28242 0.34816  0.061
16 C -3.43094 -2.48766 -0.09063  -0.202
17 C -2.97564 -3.45773 -0.98140  -0.035
18 C -3.76334 -4.57079 -1.18545  -0.047
19 C -4.98574 -4.74029 -0.51595  -0.050
20 C -5.44216 -3.80286 0.38509  0.010
21 C -4.63435 -2.68867 0.58018  -0.167
22 N -4.76172 -1.60010 1.42999  0.196
23 H -4.35849 0.99957 2.09476  0.136
24 H -3.28826 0.07728 3.13089  0.151
25 H -1.48973 0.83227 2.06283  0.077
26 H -1.98288 2.87627 2.81063  0.146
27 H -3.50637 2.88739 1.93859  0.134
28 H 0.89526 3.17702 -2.31148  0.084
29 H 1.14539 5.32918 -3.45023  0.118
30 H -0.10908 7.31201 -2.72864  0.118
31 H -1.67688 7.19538 -0.81551  0.124
32 H -2.66090 5.27392 1.10159  0.181
33 H -2.03840 -3.34642 -1.50043  0.063
34 H -3.43373 -5.33615 -1.87484  0.117
35 H -5.57214 -5.62853 -0.70507  0.119
36 H -6.37352 -3.93447 0.91860  0.124
37 H -5.50017 -1.43753 2.09542  0.182
38 C -2.33756 1.60127 -2.12752  -0.185
39 C -3.18460 0.50017 -1.99255  -0.140
40 C -2.53027 -0.62848 -2.54721  -0.143
41 C -1.28526 -0.20736 -3.02571  -0.212
42 C -1.12442 1.16225 -2.72244  -0.215
43 H -2.58410 2.61492 -1.86863  0.113
44 H -4.17601 0.51147 -1.56554  0.122
45 H -2.95608 -1.60990 -2.65841  0.105
46 H -0.59374 -0.80577 -3.58980  0.075
47 H -0.31562 1.78951 -3.04856  0.091
48 C 0.42478 -3.55062 -1.58819  -0.269
49 As 0.97979 -1.69036 -1.43642  1.127
50 C 1.74248 -1.48756 -3.22028  -0.273
51 C 2.56434 -2.04721 -0.34153  -0.317
52 C 3.54722 -0.92942 0.01562  -0.658
53 C 4.00447 -0.18768 -1.24250  -0.078
54 C 2.92114 0.04597 1.00553  -0.332
55 As 1.57842 1.30742 0.35760  1.120
56 C 1.17980 2.03759 2.12054  -0.255
57 C 2.68555 2.76512 -0.30658  -0.269
58 C 4.81187 -1.56788 0.63498  -0.373
59 As 4.98517 -2.47734 2.39861  1.156
60 C 4.78425 -0.94597 3.61265  -0.345
61 C 3.23084 -3.28990 2.75303  -0.351
62 H 1.32175 -4.14674 -1.75644  0.049
63 H -0.23678 -3.67714 -2.44339  0.034
64 H -0.06988 -3.89794 -0.68398  0.026
65 H 2.72200 -1.96251 -3.22953  0.042
66 H 1.84882 -0.44366 -3.50532  0.034
67 H 1.11094 -1.99992 -3.94413  0.037
68 H 3.08718 -2.81661 -0.91857  0.093
69 H 2.19070 -2.53180 0.55976  0.043
70 H 3.17655 0.29301 -1.77314  0.042
71 H 4.49158 -0.86752 -1.94367  0.097
72 H 4.72582 0.59120 -0.98887  0.097
73 H 3.69647 0.67565 1.45078  0.085
74 H 2.43925 -0.49074 1.82410  0.057
75 H 2.12816 2.24288 2.61769  0.049
76 H 0.63641 1.29939 2.70839  0.023
77 H 0.62041 2.96623 2.03988  0.023
78 H 3.57981 2.81177 0.31526  0.046
79 H 2.14772 3.70585 -0.22447  0.025
80 H 2.98174 2.60753 -1.34040  0.027
81 H 5.57697 -0.78764 0.71382  0.073
82 H 5.21199 -2.28574 -0.08629  0.067
83 H 5.50518 -0.17445 3.34183  0.023
84 H 5.02528 -1.28632 4.61878  0.021
85 H 3.78030 -0.52364 3.61771  0.002
86 H 3.03907 -4.11453 2.06707  0.021
87 H 2.40564 -2.57887 2.72452  -0.019
88 H 3.28905 -3.70508 3.75936  0.026
89 C -0.34335 -1.82027 2.02018  -0.172
90 O -0.31140 -0.64907 1.23813  -0.638
91 H 0.05374 -2.67669 1.46533  0.066
92 H -1.36382 -2.07012 2.32512  0.076
93 H 0.26649 -1.68709 2.91650  0.080

## Properties
Frontier orbital gap (eV): 7.0572
LUMO (eV): -5.43
Net charge: +2
F_max (eV/A): 0.612
DFT total energy (Ha): -8390.50114
HOMO energy (eV): -12.5


Record 3
Below is C33H50Cl5N7O4S2ScSi2Te as an isolated structure at a distorted geometry, with properties calculated with wB97M-V/def2-TZVPD.

Each line ends with the Löwdin charge.
Geometry (Å):
1 Sc -0.28632 0.39908 0.07566  0.679
2 C -3.01527 -3.01702 -3.34429  0.006
3 C -2.03762 -1.92280 -3.01810  -0.287
4 N -0.78210 -1.85968 -3.26080  0.029
5 O -0.11622 -2.91577 -3.85410  -0.031
6 C -2.57029 -0.74855 -2.28753  -0.300
7 C -3.93789 -0.21177 -2.58011  0.000
8 N -1.77608 -0.28114 -1.40254  -0.138
9 O -2.04061 0.81684 -0.66454  -0.307
10 H -2.61886 -3.84888 -3.92141  0.076
11 H -3.84537 -2.60873 -3.91827  0.091
12 H -3.42908 -3.42512 -2.42043  0.099
13 H -0.71517 -3.67657 -3.93467  0.090
14 H -4.70742 -0.90615 -2.23931  0.093
15 H -4.07706 -0.07474 -3.65305  0.091
16 H -4.08642 0.73519 -2.06976  0.081
17 Cl 1.34054 -6.71044 2.37705  0.697
18 C 1.08214 -5.02988 2.13205  -0.736
19 C 0.00509 -4.58514 1.37059  -0.720
20 Cl -1.11193 -5.71025 0.70451  0.705
21 C -0.17330 -3.22734 1.15420  -0.620
22 Cl -1.55335 -2.64619 0.30977  0.822
23 C 0.71664 -2.24946 1.63368  -0.489
24 O 0.57881 -0.98516 1.35392  -0.273
25 C 1.73777 -2.72750 2.47322  -0.599
26 Cl 2.74013 -1.57709 3.27928  0.743
27 C 1.93166 -4.08376 2.70268  -0.707
28 Cl 3.22984 -4.60310 3.70062  0.708
29 N 2.81052 3.06759 1.65880  0.214
30 C 2.50507 1.84810 1.17594  -0.612
31 N 3.47686 0.91110 1.11092  0.184
32 O 1.36619 1.62844 0.74246  -0.171
33 H 3.68707 3.26424 2.10870  0.118
34 H 2.05930 3.73855 1.73086  0.081
35 H 4.31375 1.03265 1.66073  0.116
36 H 3.12667 -0.03984 1.07647  0.061
37 C -4.28742 -1.17253 5.53150  -0.179
38 Si -2.66593 -1.19850 4.61046  0.408
39 C -2.24456 -2.93603 4.08785  -0.161
40 C -1.30648 -0.54422 5.70817  -0.204
41 C -2.89127 -0.11777 3.05895  -0.527
42 Te -1.35706 1.31697 2.67251  1.361
43 C -2.58547 2.94132 2.02449  -0.543
44 Si -2.02974 4.59567 2.73914  0.377
45 C -2.58299 4.66553 4.51708  -0.175
46 C -2.77499 5.95638 1.70989  -0.171
47 C -0.15814 4.71023 2.64987  -0.203
48 H -4.23692 -1.80827 6.41370  0.035
49 H -5.10965 -1.52906 4.91382  0.034
50 H -4.53112 -0.16442 5.86441  0.034
51 H -2.10176 -3.57273 4.95995  0.043
52 H -1.32341 -2.96025 3.51365  0.010
53 H -3.03363 -3.37581 3.47879  0.041
54 H -1.25355 -1.14510 6.61525  0.037
55 H -1.48576 0.48998 6.00085  0.025
56 H -0.32847 -0.58515 5.22734  0.019
57 H -3.79142 0.48793 3.16428  0.007
58 H -3.00695 -0.73039 2.16520  -0.016
59 H -3.59001 2.69942 2.37333  0.017
60 H -2.58868 2.92626 0.93631  -0.027
61 H -3.66814 4.69701 4.59314  0.035
62 H -2.18990 5.53989 5.03042  0.035
63 H -2.23294 3.78260 5.05334  0.023
64 H -3.86035 5.88688 1.66665  0.035
65 H -2.39390 5.89679 0.69043  0.026
66 H -2.52020 6.93672 2.10751  0.035
67 H 0.31720 4.04362 3.37282  0.025
68 H 0.16827 5.72752 2.85953  0.042
69 H 0.17193 4.45032 1.64457  -0.029
70 C -0.17060 2.13989 -4.72222  -0.053
71 N -0.60434 2.58629 -3.41801  -0.036
72 C 0.18337 3.10700 -2.46919  -0.878
73 N 1.49405 3.26484 -2.74898  0.126
74 S -0.43390 3.49337 -0.94561  0.688
75 H -1.05102 1.90242 -5.31394  0.094
76 H 0.46300 1.25345 -4.65982  0.070
77 H 0.36466 2.93461 -5.24790  0.093
78 H -1.54989 2.40095 -3.11619  0.119
79 H 1.87734 3.10278 -3.66418  0.083
80 H 2.04912 3.74852 -2.06518  0.099
81 N 0.96010 -0.10861 -1.69305  -0.353
82 S 2.52905 -0.03355 -1.92598  1.064
83 C 2.85130 -0.00001 -3.67234  -0.403
84 C 3.74243 0.94807 -4.14686  -0.104
85 C 4.00340 1.00758 -5.50964  -0.066
86 C 3.37117 0.12574 -6.37234  -0.060
87 C 2.48571 -0.82692 -5.88185  -0.050
88 C 2.22311 -0.89986 -4.52494  -0.067
89 C 3.21974 -1.63570 -1.51892  -0.374
90 C 4.59811 -1.80269 -1.56009  -0.076
91 C 5.13586 -3.02235 -1.19179  -0.060
92 C 4.30284 -4.05945 -0.78601  -0.051
93 C 2.93110 -3.87941 -0.75242  -0.046
94 C 2.37896 -2.65725 -1.11567  -0.065
95 H 0.48516 -0.79124 -2.28871  -0.026
96 H 4.22484 1.63119 -3.46300  0.108
97 H 4.69695 1.73995 -5.89326  0.110
98 H 3.57470 0.17308 -7.43161  0.111
99 H 2.00390 -1.51830 -6.55681  0.115
100 H 1.53631 -1.64460 -4.14137  0.082
101 H 5.24313 -0.99408 -1.87601  0.114
102 H 6.20607 -3.16600 -1.21876  0.111
103 H 4.72846 -5.00805 -0.49603  0.113
104 H 2.28328 -4.68665 -0.44256  0.109
105 H 1.30825 -2.50555 -1.08719  0.092

## Properties
Frontier orbital gap (eV): 8.2442
LUMO (eV): -1.86
Net charge: +1
F_max (eV/A): 1.917
DFT total energy (Ha): -6676.81578
HOMO energy (eV): -10.1